Entry 1:
Here is a structure of composition C7H23AsF6O4 from the OMol25 dataset. Energies are from the ωB97M-V functional and the def2-TZVPD basis.

ORCA input file:
```
! RIJCOSX wB97M-V def2-TZVPD def2/J DEFGRID3
* xyz 0 1
O 0.0735 -1.6389 0.1946
H 0.0947 -1.3796 1.1187
H 0.4634 -0.9795 -0.3840
H -0.8277 -1.8641 -0.0477
As -2.8477 3.5757 0.1562
F -4.3214 3.1319 -0.8216
F -2.4682 1.8645 0.4732
F -1.4425 4.0656 1.1738
F -3.1980 5.3363 -0.1266
F -3.8978 3.6773 1.6194
F -1.7385 3.5764 -1.2172
C 2.3779 1.0198 3.5095
C 1.7826 0.0791 4.5643
O 0.8717 -0.8148 3.8522
H 3.1054 1.6439 4.0284
H 1.6902 1.7455 3.0753
H 2.7458 0.5092 2.6195
H 1.3125 0.6386 5.3731
H 2.6270 -0.4282 5.0309
H 0.3615 -1.1962 4.5704
C -3.3230 -5.0026 0.7435
C -3.4241 -4.4336 -0.6480
O -3.3458 -2.9902 -0.6507
H -4.3161 -4.9490 1.1897
H -2.5318 -4.5892 1.3689
H -3.0896 -6.0572 0.5972
H -4.3952 -4.6298 -1.1025
H -2.7608 -5.0097 -1.2931
H -4.2263 -2.6153 -0.5747
C 3.6822 0.3607 -2.8780
C 2.8321 1.5820 -2.7504
C 2.6541 2.4374 -3.9962
O 1.6020 1.1913 -2.3164
H 4.6738 0.6511 -3.2250
H 3.2635 -0.2060 -3.7096
H 3.7412 -0.1170 -1.9000
H 3.2686 2.1846 -1.9539
H 2.4319 1.7716 -4.8302
H 3.6564 2.7901 -4.2392
H 1.8434 3.1635 -4.0564
H 0.9989 1.9047 -2.5374
*
```

## Properties
HOMO-LUMO gap   8.82 eV
LUMO level   -0.06375 Ha
HOMO level   -10.551 eV
Energy relative to the best compared isomer or geometry (same formula, charge and spin)   3.607 eV
DFT total energy   -3416.38278 a.u.

Charge distribution, Mulliken scheme, values in e: -0.307 0.406 0.417 0.418 1.992 -0.502 -0.515 -0.500 -0.506 -0.494 -0.473 -1.076 -0.177 -0.493 0.332 0.304 0.261 0.321 0.267 0.284 -0.836 -0.324 -0.511 0.252 0.241 0.319 0.289 0.299 0.299 -1.323 0.627 -1.349 -0.476 0.356 0.355 0.295 0.174 0.363 0.335 0.399 0.256

Entry 2:
Here is an isolated molecule of C19H22N2O3 from the OMol25 dataset. Energies are from the ωB97M-V functional and the def2-TZVPD basis.

ORCA input file:
```
! RIJCOSX wB97M-V def2-TZVPD def2/J DEFGRID3
* xyz 0 1
C -5.6668 -1.4924 4.5453
O -5.2704 -0.1476 4.4116
C -4.0223 0.1175 3.9460
C -3.6675 1.4672 3.8786
C -2.4152 1.8394 3.4358
C -1.4981 0.8841 3.0300
C -1.8533 -0.4583 3.0720
C -0.8833 -1.5298 2.7188
O -0.7240 -2.5189 3.4061
N -0.1105 -1.3434 1.6051
C -0.2490 -0.4390 0.5490
C -1.4961 0.0113 0.1207
C -1.5816 0.9176 -0.9200
C -0.4396 1.3638 -1.5595
C 0.8061 0.8780 -1.1765
C 2.0119 1.3821 -1.9052
O 2.0826 2.5173 -2.3324
N 3.0070 0.4748 -2.0423
C 4.2119 0.7514 -2.7858
C 4.2846 -0.0036 -4.1227
C 4.3551 -1.5149 -3.9079
C 3.1011 0.3630 -5.0136
C 0.8974 -0.0192 -0.1207
C -3.1031 -0.8443 3.5467
H -6.6744 -1.4623 4.9567
H -5.6868 -2.0035 3.5773
H -5.0109 -2.0376 5.2307
H -4.3916 2.2020 4.1930
H -2.1478 2.8847 3.4065
H -0.5154 1.1807 2.6974
H 0.6611 -1.9965 1.5349
H -2.3913 -0.3454 0.6046
H -2.5507 1.2727 -1.2359
H -0.4916 2.0809 -2.3636
H 2.8514 -0.4772 -1.7551
H 4.2147 1.8283 -2.9696
H 5.0799 0.4932 -2.1689
H 5.2087 0.3183 -4.6146
H 5.1703 -1.7725 -3.2346
H 3.4237 -1.8934 -3.4911
H 4.5240 -2.0204 -4.8556
H 3.1996 -0.1068 -5.9894
H 2.1668 0.0303 -4.5657
H 3.0463 1.4400 -5.1492
H 1.8609 -0.3725 0.2207
H -3.3237 -1.8990 3.5924
*
```

## Properties
HOMO-LUMO gap   9.12 eV
LUMO level   0.01945 Ha
HOMO level   -8.595 eV
Energy relative to the best compared isomer or geometry (same formula, charge and spin)   0.773 eV
DFT total energy   -1072.48406 a.u.

Charge distribution, Mulliken scheme, values in e: -0.813 -0.443 0.701 -0.593 -0.672 -0.128 -0.305 0.064 -0.658 -0.035 0.045 -0.181 -0.866 -0.624 0.563 0.175 -0.643 -0.069 -1.189 0.808 -1.540 -1.447 -0.536 -0.112 0.234 0.331 0.343 0.444 0.407 0.475 0.255 0.548 0.413 0.480 0.278 0.431 0.366 0.309 0.367 0.330 0.431 0.446 0.238 0.376 0.508 0.489

Entry 3:
Here is a structure of composition C28H58BrINOPSi3Tl from the OMol25 dataset. Energies are from the ωB97M-V functional and the def2-TZVPD basis.

ORCA input file:
```
! RIJCOSX wB97M-V def2-TZVPD def2/J DEFGRID3
* xyz 1 1
Tl 0.4125 -0.4048 -0.5290
C -1.6471 -3.1805 -2.0880
O -0.5399 -2.2901 -2.0097
Si 1.0219 -2.5841 -2.5921
C 1.0113 -2.8152 -4.4470
C 1.6087 -4.1779 -1.8134
C 1.8958 -1.0139 -1.9888
Si 2.1110 0.4346 -3.2242
C 1.8956 2.0599 -2.2878
C 0.8668 0.4311 -4.6350
C 3.8138 0.4197 -4.0092
Si 3.4264 -1.2972 -0.8615
C 3.0467 -2.4718 0.5643
C 4.8365 -2.0338 -1.8538
C 3.9852 0.3296 -0.0990
H -1.8968 -3.3922 -3.1293
H -2.4994 -2.7046 -1.6042
H -1.4293 -4.1156 -1.5690
H 0.9244 -3.8763 -4.6870
H 1.9401 -2.4588 -4.8967
H 0.1909 -2.2892 -4.9324
H 1.1764 -5.0157 -2.3650
H 1.3168 -4.2709 -0.7676
H 2.6921 -4.2860 -1.8717
H 0.8645 2.1950 -1.9468
H 2.1150 2.8956 -2.9577
H 2.5516 2.1555 -1.4228
H -0.0913 -0.0165 -4.3822
H 1.2591 -0.0881 -5.5089
H 0.6730 1.4652 -4.9315
H 4.5890 0.7463 -3.3141
H 3.8297 1.1058 -4.8583
H 4.0880 -0.5681 -4.3805
H 3.2482 -3.5053 0.2901
H 2.0248 -2.4217 0.9501
H 3.7129 -2.2181 1.3920
H 4.5105 -2.8822 -2.4587
H 5.6067 -2.4012 -1.1724
H 5.3013 -1.3096 -2.5181
H 3.1904 0.8649 0.4293
H 4.4114 1.0120 -0.8353
H 4.7620 0.1164 0.6383
C 0.9261 1.9533 2.9082
C 0.4263 0.6334 3.5160
C 0.0935 0.8890 4.9916
C 1.6079 -0.3463 3.4454
P -1.0117 -0.0324 2.4886
N -0.4637 -0.8096 1.2112
C -2.2353 1.3347 2.0966
C -3.4821 0.6622 1.5049
C -2.6704 2.1729 3.3053
C -1.7002 2.3105 1.0322
C -1.8700 -1.4121 3.4300
C -0.7918 -2.3392 4.0135
C -2.6906 -2.2750 2.4565
C -2.7867 -0.9526 4.5688
H 1.8788 2.2014 3.3793
H 0.2518 2.7839 3.0958
H 1.1044 1.8845 1.8320
H 0.9724 1.3332 5.4659
H -0.1315 -0.0277 5.5328
H -0.7339 1.5811 5.1340
H 2.5097 0.1893 3.7487
H 1.7615 -0.7283 2.4372
H 1.4940 -1.1953 4.1143
H -4.0664 0.1467 2.2640
H -3.2342 -0.0429 0.7109
H -4.1146 1.4386 1.0753
H -3.0818 1.5802 4.1192
H -3.4548 2.8563 2.9703
H -1.8625 2.7875 3.6962
H -1.2118 1.8088 0.1949
H -1.0169 3.0503 1.4335
H -2.5552 2.8474 0.6153
H -0.0792 -2.6598 3.2534
H -1.2941 -3.2281 4.3987
H -0.2492 -1.8931 4.8437
H -2.0934 -2.5784 1.5989
H -3.5900 -1.7799 2.1009
H -3.0041 -3.1699 2.9971
H -2.2992 -0.2787 5.2715
H -3.0955 -1.8368 5.1309
H -3.6951 -0.4750 4.2045
Br -5.3631 2.0146 -1.6347
C -3.9196 3.0806 -2.2156
C -4.1299 4.4494 -2.3317
C -3.1162 5.2737 -2.7871
C -1.8885 4.7357 -3.1416
C -1.6766 3.3722 -3.0304
C -2.6863 2.5414 -2.5552
I -2.2739 0.4952 -2.4306
H -5.0956 4.8581 -2.0693
H -3.2947 6.3362 -2.8764
H -1.0957 5.3713 -3.5112
H -0.7278 2.9454 -3.3190
*
```

## Properties
HOMO-LUMO gap   8.27 eV
LUMO level   -0.11202 Ha
HOMO level   -11.323 eV
Energy relative to the best compared isomer or geometry (same formula, charge and spin)   0.000 eV
DFT total energy   -5485.62392 a.u.

Charge distribution, Mulliken scheme, values in e: 0.097 -1.128 0.245 0.391 -1.345 -1.211 0.407 0.334 -0.747 -1.065 -1.199 0.332 -0.778 -1.158 -0.958 0.264 0.315 0.332 0.487 0.310 0.352 0.473 0.249 0.354 -0.073 0.514 0.284 0.114 0.457 0.457 0.327 0.411 0.351 0.460 0.038 0.456 0.344 0.448 0.368 0.091 0.328 0.460 -1.907 2.459 -1.917 -2.259 0.316 -0.406 2.528 -1.595 -1.972 -1.565 1.906 -1.872 -1.724 -1.936 0.657 0.318 0.216 0.536 0.304 0.312 0.569 0.535 0.283 0.236 0.223 0.471 0.299 0.509 0.326 -0.170 0.231 0.616 0.116 0.678 0.277 0.182 0.328 0.555 0.291 0.536 0.316 -0.126 0.121 -0.464 -0.612 -0.790 0.078 0.065 0.192 0.433 0.394 0.428 0.287

Entry 4:
Here is a cluster of 2 separate species, C5H12N2O in total from the OMol25 dataset. Energies are from the ωB97M-V functional and the def2-TZVPD basis.

ORCA input file:
```
! RIJCOSX wB97M-V def2-TZVPD def2/J DEFGRID3
* xyz 0 1
C 1.6307 -0.8931 -3.5764
C 0.4320 -1.3368 -2.6962
C -0.3713 -0.4220 -2.1154
O -1.3521 -0.7440 -1.1653
H 1.7157 -1.4611 -4.5000
H 1.4588 0.1062 -3.9021
H 2.6090 -0.9053 -3.0542
H 0.1535 -2.4095 -2.6393
H -0.3364 0.6514 -2.2946
H -1.1875 -0.1847 -0.3837
N 0.0042 0.3376 4.1886
C 0.0167 0.2263 2.7497
C -0.1756 1.3229 2.0027
N -0.3143 1.3458 0.5673
H 0.5502 -0.4000 4.6906
H -0.9219 0.2897 4.6301
H 0.1280 -0.7925 2.3935
H -0.2941 2.3042 2.4504
H 0.5983 1.3243 0.1460
H -0.6809 2.2621 0.3077
*
```

## Properties
HOMO-LUMO gap   9.45 eV
LUMO level   0.03240 Ha
HOMO level   -8.566 eV
Energy relative to the best compared isomer or geometry (same formula, charge and spin)   3.054 eV
DFT total energy   -382.39031 a.u.

Charge distribution, Mulliken scheme, values in e: -1.043 0.058 -0.367 -0.573 0.315 0.324 0.236 0.340 0.306 0.433 -0.587 -0.189 -0.305 -0.521 0.264 0.229 0.337 0.241 0.271 0.232

Entry 5:
Here is an isolated molecule of C9H10N2S from the OMol25 dataset. Energies are from the ωB97M-V functional and the def2-TZVPD basis.

ORCA input file:
```
! RIJCOSX wB97M-V def2-TZVPD def2/J DEFGRID3
* xyz 0 1
C -2.7910 2.1157 0.5457
C -2.4113 1.3271 -0.7004
C -1.3744 0.2567 -0.4094
C -0.0156 0.5162 -0.6861
C 0.9494 -0.4361 -0.4240
S 2.6539 -0.0972 -0.8291
C 3.1873 0.6419 0.6137
N 3.5858 1.1683 1.5699
C 0.6041 -1.6821 0.1341
C -0.7177 -1.9330 0.4082
C -1.7263 -0.9771 0.1555
N -3.0654 -1.2905 0.3894
H -1.9149 2.6791 0.9406
H -3.1383 1.5229 1.3235
H -3.5885 2.8539 0.2941
H -3.3187 0.8127 -1.1147
H -2.0013 2.0264 -1.3837
H 0.2175 1.4881 -1.1107
H 1.3584 -2.4343 0.3242
H -1.0464 -2.9068 0.8256
H -3.6949 -0.5227 0.5744
H -3.2050 -2.0837 1.0540
*
```

## Properties
HOMO-LUMO gap   9.28 eV
LUMO level   0.02473 Ha
HOMO level   -8.608 eV
Energy relative to the best compared isomer or geometry (same formula, charge and spin)   0.397 eV
DFT total energy   -856.64007 a.u.

Charge distribution, Mulliken scheme, values in e: -1.026 -1.211 0.776 -0.509 -0.420 -0.155 0.443 -0.424 -0.524 -0.642 0.916 -0.558 0.314 0.388 0.301 0.388 0.426 0.384 0.443 0.229 0.229 0.230